1.
The following is a quantum chemistry calculation of a gas-phase ion, C2H2N5 (charge -1) at a distorted geometry, from OMol25.

Structure (XYZ):
```
9
Properties=species:S:1:pos:R:3:forces:R:3
C -0.02859 -0.47832 -0.06441 -0.89 4.43 0.14
C 0.07267 1.17909 0.26719 1.22 -3.66 1.14
N 1.00760 -1.23933 0.20840 1.17 1.80 0.96
N -1.00747 -1.15913 -0.70896 0.87 1.09 0.41
N 0.70667 -2.39517 -0.25771 0.04 -2.32 -0.66
N -0.47909 -2.36426 -0.81799 -0.64 -0.64 -0.16
N -0.84986 2.01907 0.08884 0.63 1.72 0.12
H 1.05243 1.47055 0.86607 -1.57 -0.88 -1.44
H -0.47435 2.96751 0.41856 -0.83 -1.54 -0.50
```
Positions in Å, forces in eV/Å.

Calculated values
- LUMO level (eV) = 3.98
- energy relative to the best compared isomer or geometry (same formula, charge and spin) (eV) = 0.246
- net charge = -1
- multiplicity = 1
- Kohn-Sham gap (eV) = 8.81
- E_tot (Eh) = -351.17857

2.
The following is a quantum chemistry calculation of a gas-phase ion, C8H15Cl2N4O2S (charge +1) at a distorted geometry, from OMol25.

Structure (XYZ):
```
32
Properties=species:S:1:pos:R:3:forces:R:3
C 0.57989 2.61107 0.58481 -0.58 0.17 -0.42
C 2.12472 2.06461 0.79055 -0.78 0.85 -0.63
Cl 3.17434 3.62348 0.99779 -0.77 -1.65 -0.12
C 2.65557 1.34988 -0.58484 0.91 -0.17 0.47
C 2.59569 -0.28744 -0.59116 0.34 -2.97 -0.97
N 3.55804 -1.04702 -1.48566 -5.06 -2.04 4.31
N 3.24200 -2.40669 -1.30379 -2.28 3.77 2.32
N 2.18686 -2.51364 -0.36986 0.72 1.60 -0.75
N 1.70680 -1.28902 0.11055 4.53 3.00 -3.43
C 0.59711 -0.96182 1.08482 -2.06 -1.44 1.33
C -0.81674 -0.47974 0.35207 -0.24 0.78 1.28
C -1.96926 -1.64924 0.39229 0.61 0.48 -0.41
C -2.97128 -1.36318 -0.90601 2.54 -2.25 0.40
S -3.99742 0.19325 -0.71704 -8.04 -1.47 0.09
O -5.02666 0.20315 -1.89822 4.73 0.09 4.10
O -4.71070 0.09904 0.66971 3.77 0.62 -4.70
Cl -2.89036 1.97943 -0.90010 -0.25 -1.28 0.21
H -0.08859 2.41515 1.52600 1.36 0.40 -1.76
H 0.54279 3.78086 0.34894 0.36 -2.70 0.66
H 0.06097 2.09589 -0.35690 1.21 0.95 2.14
H 2.29461 1.45126 1.77231 -0.29 1.14 -2.09
H 3.80806 1.63912 -0.70233 -2.50 -1.02 0.19
H 2.10877 1.79770 -1.53036 0.94 -1.18 1.96
H 1.71365 -3.40935 -0.05057 1.12 1.30 -0.77
H 0.32187 -1.98951 1.62664 0.82 2.17 -1.12
H 0.92912 -0.23693 1.96019 -0.25 -1.48 -2.32
H -0.63438 -0.03754 -0.72859 -0.27 -1.12 2.22
H -1.22883 0.41061 1.03103 1.03 -1.85 -1.66
H -1.40493 -2.68896 0.30629 -1.52 1.95 -0.28
H -2.55160 -1.67708 1.41580 1.13 0.31 -2.16
H -3.66287 -2.31955 -0.99078 0.75 2.60 0.05
H -2.24724 -1.35779 -1.85359 -1.98 0.45 1.86
```
Positions in Å, forces in eV/Å.

Calculated values
- LUMO level (eV) = -5.37
- net charge = +1
- multiplicity = 1
- Kohn-Sham gap (eV) = 8.26
- E_tot (Eh) = -2001.32335
- SMILES = C[C@H](Cl)Cc1nn[nH][n+]1CCCCS(=O)(=O)Cl

3.
The following is a quantum chemistry calculation of 5 unconnected molecules or ions with the total composition C13H22F3NO23S6 at a distorted geometry, from OMol25.

Structure (XYZ):
```
68
Properties=species:S:1:pos:R:3:forces:R:3
O -0.82097 1.74554 3.18130 -1.44 0.97 -3.98
N -0.86286 2.09357 1.98843 0.51 -1.81 5.33
O 0.41287 2.41149 1.70749 0.90 1.58 -2.55
C 0.60586 2.76503 0.29264 1.91 -1.55 -2.10
C 2.14142 3.34317 0.14828 -0.23 -0.96 1.11
C 2.33968 4.89443 0.63920 0.80 0.41 -0.39
C 1.05006 5.55259 1.40808 1.05 -2.43 1.01
S 1.38765 7.38051 1.63535 6.05 4.24 -4.87
O 2.93989 7.50662 1.89255 -5.95 -1.34 0.24
O 1.06767 8.25407 0.39618 -0.27 -3.46 4.85
C 0.56524 8.01538 3.23511 -0.76 0.53 2.56
F 1.35175 9.20384 3.64363 -3.39 -4.09 -1.39
F -0.87973 8.27012 3.02286 5.37 -0.69 1.16
F 0.77703 6.96541 4.26930 -1.04 3.55 -3.23
S -0.53430 5.14168 0.49781 -8.59 3.99 -1.25
O -0.93933 6.19324 -0.59199 3.04 -4.32 3.66
O -1.74318 5.06792 1.49752 5.47 -0.52 -2.72
O -0.43440 3.63037 -0.28384 2.16 1.13 2.46
H 0.58246 1.75527 -0.34418 -0.35 2.30 1.40
H 2.80607 2.67483 0.88095 -2.00 1.45 -1.73
H 2.60125 3.13976 -0.93446 -1.44 0.70 2.40
H 2.57420 5.55630 -0.31648 -0.36 -1.28 2.23
H 3.24126 4.90396 1.42160 -2.15 0.33 -2.04
H 0.99049 5.05932 2.48788 -0.25 1.14 -2.26
C 7.10874 1.67715 2.60720 0.79 -0.17 0.04
C 7.69434 2.94233 1.98583 -0.08 0.23 0.76
O 7.18600 2.97380 0.65415 -0.91 -0.81 -0.22
S 5.70192 2.29731 0.63741 0.48 -0.39 -0.27
O 4.72160 3.35841 0.70202 1.65 -1.39 -0.17
O 5.68089 1.26679 -0.37452 -0.26 1.70 1.21
O 5.77775 1.58525 2.10203 -0.28 0.85 -0.87
H 7.65844 0.78778 2.28254 -0.02 0.10 0.05
H 7.09986 1.71975 3.69962 -0.25 0.02 -0.24
H 8.78692 2.93699 1.98149 -0.23 -0.04 -0.27
H 7.33710 3.83803 2.50489 0.09 -0.10 0.03
C -0.32507 -2.42097 2.43071 -0.49 0.54 0.37
C -1.50520 -2.35849 1.46473 -0.28 -0.74 0.52
O -0.96172 -1.86341 0.24313 1.30 0.17 -0.11
S 0.57956 -2.37814 0.10184 -0.08 -0.25 -0.13
O 0.58681 -3.55595 -0.73711 0.31 1.61 0.95
O 1.42345 -1.23181 -0.14346 -1.00 -1.38 0.00
O 0.78609 -2.85358 1.64754 -0.19 0.02 -1.20
H -0.09258 -1.42989 2.83354 -0.07 -0.07 0.00
H -0.50341 -3.11556 3.25594 0.18 -0.02 -0.29
H -2.30368 -1.70514 1.82433 0.23 0.06 -0.25
H -1.91114 -3.35746 1.27338 -0.01 0.08 0.14
C -2.87829 -6.13365 -1.65296 0.85 -0.22 -0.25
C -1.92461 -7.25249 -1.24257 -0.34 -0.13 -0.64
O -1.93281 -7.24563 0.18315 -0.81 0.69 0.69
S -3.40712 -6.77943 0.70228 -0.12 -0.30 -0.25
O -4.17111 -7.96640 1.01620 0.81 1.74 -0.08
O -3.24006 -5.68320 1.62790 -0.21 -1.38 -0.76
O -3.95156 -6.18425 -0.71450 0.16 -0.77 1.22
H -2.39683 -5.15416 -1.56728 0.02 -0.09 -0.09
H -3.25522 -6.26510 -2.67076 0.09 -0.24 1.15
H -0.91224 -7.09738 -1.62312 -0.12 0.06 0.33
H -2.29367 -8.22759 -1.57768 0.04 0.09 -0.04
C -6.19836 -4.80876 -5.97775 -0.65 -0.30 0.27
C -6.57254 -3.76095 -4.93286 -0.31 0.32 -0.66
O -5.51329 -3.79030 -3.97897 1.00 -0.78 -0.29
S -4.12261 -4.16817 -4.74294 0.04 0.81 -0.39
O -3.41421 -2.93935 -5.02454 -0.66 -1.99 0.49
O -3.51621 -5.28774 -4.06087 -0.71 1.99 -1.74
O -4.78416 -4.70379 -6.13340 0.47 0.62 0.85
H -6.42793 -5.81869 -5.62294 -0.04 0.10 -0.03
H -6.70094 -4.63669 -6.93330 0.32 0.03 0.10
H -7.53016 -3.97526 -4.45244 0.33 -0.03 0.13
H -6.60279 -2.75866 -5.37313 -0.06 -0.12 0.00
```
Positions in Å, forces in eV/Å.

Calculated values
- LUMO level (eV) = -0.85
- energy relative to the best compared isomer or geometry (same formula, charge and spin) (eV) = 6.732
- multiplicity = 1
- Kohn-Sham gap (eV) = 9.87
- E_tot (Eh) = -4982.05592
- SMILES = O=NO[C@@H]1CC[C@@H](S(=O)(=O)C(F)(F)F)S(=O)(=O)O1.O=S1(=O)OCCO1.O=S1(=O)OCCO1.O=S1(=O)OCCO1.O=S1(=O)OCCO1

4.
The following is a quantum chemistry calculation of a molecular structure, C11H4N2O5Sr at a distorted geometry, from OMol25.

Structure (XYZ):
```
23
Properties=species:S:1:pos:R:3:forces:R:3
O -2.33074 -3.56872 -3.61208 1.17 1.80 1.82
C -1.85642 -2.84171 -2.87647 -1.36 -2.09 -2.11
Sr -0.66940 -1.02229 -1.03596 -0.36 -0.55 -0.56
O -2.38868 1.38271 -3.22534 1.42 -3.04 1.76
C -1.93983 0.48875 -2.66804 -2.13 3.98 -2.66
C 0.08494 -3.32488 -0.20434 2.08 -4.07 2.58
O 0.55364 -4.18869 0.38349 -1.60 2.78 -2.04
C 1.09583 -1.28348 -2.87391 4.23 0.27 -3.10
O 2.03371 -1.19995 -3.52569 -3.16 -0.37 2.08
C -2.95047 -1.55235 0.00200 -4.28 -0.35 3.01
O -3.86909 -1.60665 0.68342 2.98 0.10 -2.34
N 2.44710 3.74161 3.78989 -1.30 -1.98 -2.01
C 1.95680 2.99223 3.03067 1.44 2.20 2.23
C 1.35956 2.07926 2.10572 0.29 0.44 0.44
C 1.42457 2.37930 0.75374 -0.23 -0.11 -2.16
C 0.83908 1.48531 -0.15817 0.50 0.45 3.06
N 0.28330 0.43431 0.43913 -1.15 -1.76 -1.77
C 0.15917 0.04275 1.70468 1.57 2.72 0.14
C 0.74703 0.94231 2.60975 -1.07 -1.89 0.13
H 1.89324 3.25448 0.33081 0.21 0.29 0.54
H 0.80921 1.58559 -1.25945 0.09 0.05 0.71
H -0.36255 -0.90085 1.95160 0.36 0.62 -0.03
H 0.68000 0.68097 3.65454 0.31 0.51 0.26
```
Positions in Å, forces in eV/Å.

Calculated values
- LUMO level (eV) = -8.69
- energy relative to the best compared isomer or geometry (same formula, charge and spin) (eV) = 0.000
- net charge = +2
- multiplicity = 1
- Kohn-Sham gap (eV) = 8.19
- E_tot (Eh) = -937.37166

5.
The following is a quantum chemistry calculation of C3H7N3O2 in the gas phase at a distorted geometry, from OMol25.

Structure (XYZ):
```
15
Properties=species:S:1:pos:R:3:forces:R:3
C 0.28413 0.79593 1.04445 -0.44 2.66 1.68
C 0.18428 -0.44585 0.40728 1.69 -6.72 -4.76
C -2.10225 -0.43281 -0.19259 -0.67 4.40 -0.28
H 1.24431 1.25112 -0.83971 -2.29 1.86 4.20
H -0.74292 1.18238 1.34689 1.28 -0.77 -0.09
H 0.86484 0.60874 2.05265 -0.16 1.21 -1.97
H -1.11385 -2.24045 0.37606 0.85 1.95 0.18
H -3.24965 -0.68144 0.23230 3.26 0.52 -1.77
H -0.98083 0.96884 -1.03111 3.81 0.57 -0.40
H 2.85517 -1.12392 -1.00132 -1.53 3.09 2.85
N -1.03258 -1.19947 0.57498 -1.70 1.58 -2.65
N -1.90000 0.76028 -0.94318 -5.54 -7.30 4.16
N 1.09088 -0.95900 -0.51435 -4.96 0.28 4.48
O 0.64619 1.73358 -0.00207 3.04 -1.18 -2.16
O 2.33105 -0.44377 -0.31201 3.37 -2.16 -3.47
```
Positions in Å, forces in eV/Å.

Calculated values
- LUMO level (eV) = 0.40
- energy relative to the best compared isomer or geometry (same formula, charge and spin) (eV) = 7.807
- multiplicity = 1
- Kohn-Sham gap (eV) = 9.64
- E_tot (Eh) = -433.03588
- SMILES = [H]/N=C\N/C(CO)=N/O

6.
The following is a quantum chemistry calculation of C20H20N6OS3 in the gas phase at a distorted geometry, from OMol25.

Structure (XYZ):
```
50
Properties=species:S:1:pos:R:3:forces:R:3
N -0.20105 2.56834 1.84916 -0.45 -0.44 -0.13
N -0.99171 -1.08816 -0.33847 1.37 -0.58 -1.75
N -5.52295 -3.35705 1.53993 0.58 0.06 -0.40
N 2.59638 4.56817 0.68348 0.13 0.13 0.00
O 2.46621 1.75336 -0.41891 -0.32 0.34 1.18
S 0.28517 -1.89820 -2.50185 -1.14 0.25 1.20
S -3.71496 -5.07908 -1.67089 0.48 0.92 0.82
S -1.19077 -4.63396 -3.31331 -0.85 0.86 -0.36
C -0.64002 1.46146 1.26094 1.30 0.59 -0.38
C -0.99354 -2.04338 -1.27434 -0.80 0.41 1.72
C -5.37487 -4.08916 0.46290 2.15 3.71 4.00
C 0.77476 -0.44226 -1.71756 0.40 -0.45 -0.43
C -2.25724 -4.16147 -1.97868 0.10 -0.28 -0.14
C -3.22022 -3.00190 -0.19454 1.39 -0.07 -0.41
C 0.06610 -0.19481 -0.59110 -0.76 -0.02 -0.08
C -4.13974 -4.00952 -0.32650 0.72 0.12 -1.24
C -2.08410 -3.08929 -1.14237 -0.71 0.16 -0.12
C 0.25963 0.98727 0.24639 -0.15 0.68 1.31
C 1.32353 1.86734 0.32021 -0.24 0.16 -0.15
C 3.14583 5.79807 0.91435 -0.91 -0.99 0.35
C 1.63906 4.13670 1.50521 0.30 1.35 0.12
C 2.76236 6.60740 1.95290 -0.12 0.80 0.43
C 1.20771 4.95287 2.57437 -0.88 -1.09 0.83
C 1.76056 6.18722 2.83365 0.42 -0.33 -0.67
N -6.38563 -4.87317 0.24089 -1.77 -2.26 -1.67
N 0.99439 2.87143 1.27681 1.07 -1.07 -1.56
C -2.11922 -3.68215 -4.62029 -0.52 -1.06 0.14
C 3.93364 -1.00323 0.18138 -0.48 0.43 0.35
C 3.65460 1.56200 0.38330 0.43 -0.74 0.65
C 3.76956 0.21414 1.12550 -0.52 -0.51 -1.07
H -4.72510 -2.77749 1.84331 -0.47 -0.66 -0.66
H -1.52778 0.93902 1.55741 -0.34 0.27 0.21
H 1.58566 0.14608 -2.12491 -0.09 -0.06 0.13
H -3.24039 -2.22193 0.57841 -0.13 -0.41 -0.59
H 3.90842 6.20816 0.26768 0.06 -0.62 -0.44
H 3.22444 7.59215 2.04986 -0.10 -0.33 0.05
H 0.44296 4.54009 3.23401 0.13 0.18 -0.24
H 1.44948 6.80064 3.68095 0.00 -0.28 -0.30
H -7.21763 -4.63589 0.75623 0.00 -0.16 -0.03
H -6.46293 -5.25316 -0.67216 -0.52 -0.43 -0.58
H -3.14860 -4.08539 -4.61020 0.55 0.11 -0.25
H -2.20132 -2.62020 -4.46397 0.38 0.39 0.48
H -1.64818 -3.84918 -5.58757 0.01 -0.19 0.07
H 3.99400 -1.91163 0.77842 -0.04 -0.11 -0.08
H 4.83239 -0.94122 -0.42860 0.15 0.15 0.03
H 3.08454 -1.08173 -0.49710 -0.03 -0.11 0.05
H 4.48768 1.64019 -0.29808 0.12 0.11 -0.42
H 3.78248 2.34049 1.12317 -0.31 0.51 -0.01
H 4.65536 0.22711 1.74335 0.31 0.43 0.31
H 2.92104 0.05492 1.80719 0.09 0.11 -0.24
```
Positions in Å, forces in eV/Å.

Calculated values
- LUMO level (eV) = -0.01
- multiplicity = 1
- Kohn-Sham gap (eV) = 8.06
- E_tot (Eh) = -2372.42376
- SMILES = [H]/N=C(/N)c1cc(-c2nc(-c3cnn(-c4ccccn4)c3OCCC)cs2)c(SC)s1